Entry 1:
Computed, not measured: a structure of composition C43H42AsClN5O2PRuSSe in a non-equilibrium geometry, with ωB97M-V with the def2-TZVPD basis set.

```
98
Properties=species:S:1:pos:R:3:forces:R:3:mulliken_spin:R:1
Ru -0.8251 -0.0066 0.6917 -0.2461 1.3275 -0.8733 3.692
Cl 0.2455 -3.2712 2.2637 -0.0312 0.1879 0.4272 0.007
C 1.5235 -3.6933 1.1844 0.0600 0.0379 -0.4855 -0.006
C 2.5246 -4.5461 1.6133 -0.0316 -0.0295 0.0608 -0.005
C 3.4863 -4.9638 0.7078 0.0778 -0.0414 0.0135 0.007
C 3.4463 -4.5310 -0.6065 0.0409 0.0003 -0.0409 -0.004
C 2.4523 -3.6607 -1.0242 -0.0362 0.0431 0.0600 0.009
C 1.4723 -3.2213 -0.1352 0.0235 0.2354 0.4588 0.022
P 0.1988 -1.9950 -0.6356 -0.1268 -1.3043 -0.4336 0.160
C 0.4853 -1.9702 -2.4378 0.0806 0.2812 0.0402 -0.008
C 1.4586 -1.1173 -2.9529 -0.0697 -0.0526 0.0266 0.028
C 1.7644 -1.1486 -4.3020 0.1012 0.0559 0.0136 0.001
C 1.0983 -2.0249 -5.1468 -0.0165 -0.0352 0.0225 0.002
C 0.1307 -2.8765 -4.6363 -0.0175 0.0038 -0.0804 0.000
C -0.1799 -2.8521 -3.2851 0.0950 0.0520 0.0586 0.007
C -1.3575 -2.9520 -0.5945 -0.1420 0.1748 0.0795 -0.047
C -2.4920 -2.2641 -1.0361 0.1557 -0.0481 0.0290 0.113
C -3.7050 -2.9169 -1.1615 -0.0709 0.0427 0.0840 0.019
C -3.8011 -4.2565 -0.8186 -0.0801 0.0331 0.0596 0.009
C -2.6862 -4.9369 -0.3551 0.0520 -0.0956 0.0133 0.007
C -1.4633 -4.2930 -0.2444 -0.0051 0.0541 -0.1047 -0.002
H 2.5484 -4.8870 2.6395 -0.0823 0.0089 -0.0035 -0.001
H 4.2617 -5.6446 1.0323 0.0211 0.0213 0.0174 0.001
H 4.1945 -4.8660 -1.3119 -0.0086 -0.0146 -0.0092 0.000
H 2.4269 -3.3260 -2.0513 0.0654 -0.0261 0.0185 0.005
H 1.9638 -0.4270 -2.2890 0.0127 0.0607 -0.0472 0.007
H 2.5220 -0.4845 -4.6978 0.0042 0.0020 0.0062 0.000
H 1.3377 -2.0484 -6.2021 0.0032 -0.0026 -0.0013 0.000
H -0.3859 -3.5680 -5.2893 -0.0011 0.0091 -0.0032 0.000
H -0.9293 -3.5266 -2.8942 0.0070 0.0007 -0.0616 0.001
H -2.4026 -1.2204 -1.3247 -0.0648 -0.0358 -0.0419 -0.050
H -4.5801 -2.3831 -1.5063 -0.0050 0.0238 -0.0067 0.000
H -4.7547 -4.7610 -0.8882 -0.0022 -0.0317 -0.0233 0.001
H -2.7624 -5.9808 -0.0806 -0.0235 0.0051 0.0024 0.001
H -0.5956 -4.8403 0.0996 -0.0304 -0.0180 -0.0465 -0.001
S -0.2413 2.5492 1.0047 -0.0199 -0.6065 -0.3489 0.411
C -0.5127 2.7719 2.7241 -0.0388 0.0104 0.0339 -0.067
C -1.1891 3.8920 3.2025 0.0339 -0.0850 0.0697 0.002
C -1.3699 4.0553 4.5669 -0.0231 0.0656 0.0100 0.001
C -0.8922 3.1086 5.4617 -0.0109 0.0093 0.0140 0.014
C -0.2268 1.9882 4.9875 0.0914 -0.1662 -0.0449 0.018
C -0.0303 1.8179 3.6233 -0.1664 0.0762 0.0210 0.060
As 0.8190 0.2781 2.8106 0.5754 0.4842 0.6962 0.001
C 1.2813 -0.7283 4.4118 -0.1574 -0.3352 -0.2167 0.054
C 2.5973 -0.8915 4.8235 0.0038 0.1079 -0.1545 0.006
C 2.8808 -1.6710 5.9375 0.0146 -0.0324 0.0375 -0.002
C 1.8560 -2.2956 6.6311 -0.0036 -0.0169 0.0068 0.007
C 0.5384 -2.1361 6.2199 0.0184 -0.0047 0.0251 -0.003
C 0.2530 -1.3582 5.1113 -0.0907 0.0550 -0.1339 -0.017
C 2.5188 1.0498 2.2784 0.0021 -0.1150 -0.1114 0.030
C 3.0793 2.1135 2.9757 -0.0887 -0.0386 0.0287 0.004
C 4.2488 2.6987 2.5162 0.0142 -0.0112 -0.0061 0.000
C 4.8687 2.2115 1.3731 0.0439 0.0349 0.0158 0.000
C 4.3257 1.1336 0.6897 0.0009 -0.0230 -0.0332 0.004
C 3.1456 0.5596 1.1376 -0.1482 -0.0451 0.0957 0.023
H -1.5799 4.6200 2.5039 0.0278 0.0195 -0.0067 -0.002
H -1.8969 4.9263 4.9346 -0.0084 -0.0040 -0.0016 -0.001
H -1.0516 3.2339 6.5241 0.0197 0.0034 0.0042 0.000
H 0.1349 1.2337 5.6743 -0.0115 0.0603 0.0612 0.004
H 3.3972 -0.4102 4.2742 0.0352 -0.0394 0.0432 0.003
H 3.9064 -1.7964 6.2592 0.0060 0.0131 -0.0091 0.000
H 2.0811 -2.9146 7.4897 0.0093 0.0177 0.0126 0.000
H -0.2626 -2.6281 6.7557 -0.0078 0.0143 0.0043 0.000
H -0.7736 -1.2419 4.7763 0.0083 -0.0311 0.0430 0.005
H 2.5950 2.4918 3.8684 -0.0037 0.0386 -0.0229 0.001
H 4.6720 3.5403 3.0487 0.0236 -0.0107 0.0038 0.000
H 5.7776 2.6770 1.0150 0.0122 -0.0193 0.0029 0.000
H 4.8162 0.7470 -0.1944 -0.0103 0.0056 -0.0109 0.000
H 2.6907 -0.2656 0.5969 0.0897 -0.0017 -0.0445 -0.012
N -2.7159 1.3707 -0.5134 -0.0197 -0.1895 0.0560 0.111
C -2.6237 1.4373 -1.9676 0.2104 0.0470 0.0202 -0.032
C -2.9912 2.8430 -2.5119 0.3431 -0.2064 -0.1680 0.003
C -1.9788 3.9946 -2.3457 -0.0757 -0.1720 -0.0751 -0.006
C -0.7164 3.9934 -3.2391 -0.3085 0.0674 0.4370 -0.001
N -0.9275 3.4621 -4.5765 0.1795 -1.5846 0.5049 0.000
C -1.3849 4.0755 -5.6337 -0.2263 0.0589 -0.5370 0.000
N -1.6311 3.3521 -6.7388 0.0413 0.1169 0.1030 0.000
N -1.6279 5.3949 -5.6563 0.1240 -0.2156 0.1828 0.000
C -1.2456 0.8927 -2.4130 -0.5444 0.1898 -1.0857 0.044
O -1.1024 0.6725 -3.6361 0.0408 0.7942 0.2517 0.017
O -0.3762 0.6832 -1.5292 0.2179 -0.0917 0.8408 0.018
H -3.6674 1.2132 -0.2037 -0.0113 -0.0426 0.0774 0.002
H -2.3833 2.2346 -0.0936 0.0088 -0.0867 0.1557 -0.008
H -3.3369 0.7284 -2.3965 -0.0719 0.0734 0.0660 -0.012
H -3.8892 3.1366 -1.9643 -0.0631 0.0262 -0.1178 -0.001
H -3.2794 2.7562 -3.5616 0.0035 -0.0282 -0.0272 -0.001
H -1.6377 4.0279 -1.3074 0.0527 0.1389 -0.0096 0.005
H -2.5229 4.9228 -2.5360 -0.0632 -0.0011 0.0983 0.000
H 0.0541 3.3748 -2.7818 0.0648 0.0078 -0.1041 0.002
H -0.3218 5.0092 -3.3069 0.1155 -0.0625 0.0529 0.000
H -0.9034 2.4109 -4.5722 -0.1132 0.7548 -0.0652 -0.001
H -1.4366 2.3651 -6.7400 -0.0124 -0.0049 -0.0254 0.000
H -1.9155 3.7825 -7.5989 -0.0326 0.0033 -0.0130 0.000
H -1.4136 5.9567 -4.8523 -0.0153 0.0464 -0.0121 0.000
H -1.8649 5.8637 -6.5114 -0.0074 0.0082 -0.0094 0.000
Se -2.6883 -0.1129 2.4593 0.4846 0.6139 0.4514 0.275
C -3.8772 -1.4536 2.2286 -0.2772 -0.5967 -0.2667 -0.003
N -4.6729 -2.2865 2.1620 0.0057 -0.0202 -0.0951 0.068
```
Positions in Å, forces in eV/Å.

Spin multiplicity = 6
Highest occupied orbital energy (spin up / spin down) = -9.70 / -9.84 eV
Frontier orbital gap (spin up / spin down) = 7.495 / 5.875 eV
<S²> = 8.767
Net charge = +1

=====

Entry 2:
Computed, not measured: a structure of composition C7H7N in a non-equilibrium geometry, with ωB97M-V with the def2-TZVPD basis set.

```
15
Properties=species:S:1:pos:R:3:forces:R:3:mulliken_charge:R:1
C 2.4675 0.9476 1.3929 -0.2730 -0.0069 0.3089 0.140
C 1.2937 0.8926 1.1806 -4.8420 -0.4939 -1.9945 -0.844
C -0.5172 -0.1774 -1.6008 -0.0350 -0.2881 -1.6544 -0.394
C -0.5304 1.3038 -1.6260 0.3175 0.2624 2.1132 -0.139
C -0.6125 -0.5134 -0.2925 0.3341 -0.6652 -0.5064 0.379
C -0.5792 0.7740 0.4908 2.3926 -0.6205 2.8093 0.201
C -0.6374 -1.7815 0.4818 0.4300 -2.4185 -2.2397 -1.221
N -0.6543 1.8009 -0.4409 0.4150 1.8305 -0.3023 -0.576
H 3.4267 1.0185 1.7881 1.0583 0.0642 0.1493 0.453
H -0.4479 -0.7291 -2.6139 -0.2027 0.4201 2.3227 0.310
H -0.2844 2.0673 -2.3426 -0.4253 -0.4525 -1.0604 0.418
H -1.1465 0.8443 1.5065 0.9358 -0.0019 -2.1397 0.331
H -1.2451 -1.6823 1.3354 -0.7872 0.0446 1.0780 0.351
H 0.3747 -1.9703 0.7990 0.4913 0.0010 0.4724 0.303
H -0.9078 -2.7949 -0.0582 0.1907 2.3246 0.6437 0.290
```
Positions in Å, forces in eV/Å.

Highest occupied orbital energy = -9.45 eV
Frontier orbital gap = 8.874 eV
Net charge = 0

=====

Entry 3:
Computed, not measured: a structure of composition C23H21BrN3O6Os in a non-equilibrium geometry, with ωB97M-V with the def2-TZVPD basis set.

```
55
Properties=species:S:1:pos:R:3:forces:R:3:mulliken_spin:R:1
Os -0.3827 0.0625 0.7958 -0.6115 0.2989 -0.4263 3.172
C -4.1117 1.4923 2.5044 0.0116 -0.1481 -0.1387 -0.009
O -3.5972 2.6314 3.1978 -0.4259 -0.0918 0.0729 0.019
C -2.3122 2.9668 3.2313 0.6218 -0.3006 -0.3230 0.033
C -2.0319 4.1219 3.9731 0.0008 -0.3337 -0.2010 0.040
C -0.7484 4.6066 4.0981 0.4174 -0.0475 -0.0989 0.014
C 0.2987 3.9559 3.4650 0.0555 0.4145 0.2912 0.073
C 0.0772 2.8004 2.7155 -0.4385 -0.4242 -0.2101 0.010
C 1.2050 2.2134 2.0768 -0.0867 0.2388 0.1677 0.038
N 1.2068 1.1676 1.2879 -0.7975 0.0290 0.1093 -0.049
N 2.4101 0.7977 0.7674 0.7932 -0.3819 -0.4551 0.023
C 2.3049 -0.2554 0.0026 0.3494 0.9472 0.8067 0.007
O 1.1364 -0.8395 -0.1528 -0.9780 0.1717 0.0287 0.020
C 3.4923 -0.7797 -0.6701 0.1303 -0.2336 -0.1746 -0.001
C 3.4177 -1.9126 -1.4821 -0.0963 0.1119 0.0685 0.003
C 4.5420 -2.3553 -2.1543 0.0865 -0.0575 -0.0694 0.000
C 5.7507 -1.6895 -2.0062 -0.0388 0.0133 0.0143 0.001
C 5.8389 -0.5832 -1.1705 0.0191 0.0172 0.0131 0.001
C 4.7172 -0.1248 -0.5072 -0.1975 -0.0334 -0.0012 -0.002
C -1.2439 2.2649 2.6019 0.0414 1.6136 1.0952 0.092
O -1.4763 1.1482 1.9664 0.4283 -1.6511 -1.0199 0.249
H -5.1842 1.5210 2.6693 0.0191 0.0355 0.0257 0.000
H -3.7033 0.5675 2.9127 -0.0309 0.0359 0.0411 0.000
H -3.9098 1.5464 1.4346 -0.0139 0.0972 0.0210 0.005
H -2.8667 4.6143 4.4528 -0.0320 -0.0059 -0.0239 0.001
H -0.5636 5.4929 4.6876 0.0289 0.0134 -0.0263 0.002
H 1.3069 4.3409 3.5452 -0.0052 0.0137 -0.0045 0.002
H 2.1731 2.6749 2.2424 0.0408 -0.0470 -0.0764 -0.011
H 2.4898 -2.4578 -1.5901 0.0353 0.0104 0.0066 0.006
H 4.4771 -3.2210 -2.7993 -0.0048 -0.0155 0.0215 0.000
H 6.6253 -2.0326 -2.5421 0.0056 -0.0184 0.0163 0.000
H 6.7842 -0.0747 -1.0397 0.0021 0.0072 -0.0165 0.000
H 4.7581 0.7385 0.1397 0.0912 0.0396 -0.0210 0.000
Br -0.4304 -3.0997 1.7087 -0.0505 0.0434 -0.0518 0.053
C -1.6567 -2.6644 0.3425 0.0858 -0.1239 0.3395 -0.008
C -2.3340 -3.6319 -0.3580 0.0076 -0.0058 -0.0020 -0.009
C -3.2236 -3.2181 -1.3420 0.0435 0.1489 0.0486 0.019
C -3.4293 -1.8617 -1.5488 0.0423 -0.1258 0.1084 -0.007
C -2.6902 -0.9655 -0.8082 -0.1511 0.6616 -0.2484 0.017
N -1.8094 -1.3544 0.1252 0.1309 -0.2409 -0.1250 0.000
C -2.7966 0.5556 -1.0036 -0.7437 -0.8699 -0.0767 -0.005
O -3.8765 0.9959 -1.3349 0.4200 0.1490 -0.0596 0.035
O -1.7013 1.1748 -0.7594 0.9926 0.0104 0.6240 0.167
H -2.1453 -4.6758 -0.1599 -0.0146 -0.0023 0.0229 0.000
H -3.7385 -3.9544 -1.9441 -0.0486 0.0005 0.0327 0.000
H -4.1255 -1.4746 -2.2783 -0.0197 -0.0010 0.0092 0.001
C 0.2596 -0.3847 -3.4943 -0.0860 -0.1956 0.1220 -0.004
C -0.1300 -1.8545 -3.4780 0.1218 0.0462 -0.0476 0.000
O -0.1721 -2.4026 -2.1577 -0.1399 -0.0310 -0.1606 0.003
H 0.0800 0.0395 -4.4816 0.0557 0.0380 -0.0056 0.000
H 1.3180 -0.2609 -3.2530 0.0061 0.0236 -0.0079 0.000
H -0.3295 0.1718 -2.7640 -0.0443 0.0727 -0.0400 0.007
H 0.5706 -2.4296 -4.0931 -0.1072 -0.0268 -0.0302 0.000
H -1.1332 -1.9938 -3.8834 0.0398 -0.0095 -0.0202 0.000
H 0.6133 -2.1111 -1.6878 0.0389 0.1192 0.0551 -0.006
```
Positions in Å, forces in eV/Å.

Spin multiplicity = 5
Highest occupied orbital energy (spin up / spin down) = -11.49 / -11.35 eV
Frontier orbital gap (spin up / spin down) = 7.488 / 5.200 eV
<S²> = 6.037
Net charge = +1

=====

> net charge of number 2 (C7H7N)?

0

=====

> The lowest net charge belongs to which entry?

C7H7N

=====

> Which value of net charge does entry 2 give?

0

=====

> Among the records above, which one has the lowest net charge?

C7H7N